# C6H6GaO5

A molecular structure, C6H6GaO5 at a distorted geometry (ωB97M-V with the def2-TZVPD basis set, the OMol25 dataset).

Computed properties:
Kohn-Sham gap (spin up / spin down) = 4.46 / 4.45 eV
energy relative to the best compared isomer or geometry (same formula, charge and spin) = 9.3 kcal/mol
HOMO energy (spin up / spin down) = -20.0 / -20.0 eV

Geometry as ORCA input:
```
! wB97M-V def2-TZVPD RIJCOSX def2/J DEFGRID3
* xyz 3 1
Ga -0.01123 -0.01701 0.84196
O 0.03014 3.13552 0.62486
C 0.01529 2.03197 0.44068
C 0.00670 -2.13418 0.43216
O 0.01466 -3.24868 0.54764
C 2.11569 -0.04207 0.18238
O 3.24111 -0.01320 0.36470
C -2.13977 -0.03594 0.24820
O -3.27349 -0.02281 0.35555
C -0.02451 0.71431 -3.45893
H -0.99905 1.32174 -3.45301
H 0.94553 1.32933 -3.47434
C -0.01948 -0.66087 -3.48365
H 0.94032 -1.23766 -3.48071
H -0.97448 -1.24479 -3.46594
O 0.05933 0.10780 2.97264
H 0.99587 0.28083 3.23901
H -0.04643 -0.79369 3.37579
*
```

Löwdin population analysis, charges in e, atoms 1 to 4: 0.57 0.37 0.09 0.09

# C6H6I2

A molecular structure, C6H6I2 at a distorted geometry (ωB97M-V with the def2-TZVPD basis set, the OMol25 dataset).

Computed properties:
Kohn-Sham gap (spin up / spin down) = 5.14 / 8.60 eV
energy relative to the best compared isomer or geometry (same formula, charge and spin) = 75.0 kcal/mol
HOMO energy (spin up / spin down) = -8.0 / -9.5 eV

Geometry as ORCA input:
```
! wB97M-V def2-TZVPD RIJCOSX def2/J DEFGRID3
* xyz 0 1
C -0.03061 1.76662 0.32633
C 0.01260 -1.73878 -0.25647
C 0.13199 0.69327 -0.82551
C 0.00254 -0.76120 0.85429
C -0.72496 0.49197 0.39061
C 0.82711 -0.54539 -0.36503
I -4.40460 -0.42001 -0.01779
I 2.97224 -0.62129 0.02641
H 0.86511 1.86413 0.89184
H -0.63500 2.49432 -0.11987
H 0.49308 -2.62428 -0.05024
H -0.86320 -1.76905 -0.89531
H -0.20168 1.10031 -1.82217
H 0.22909 -0.85582 1.83131
*
```

Löwdin population analysis, charges in e, atoms 1 to 4: -0.03 -0.09 -0.18 -0.21

# C6H6I2O

C6H6I2O in the gas phase at a distorted geometry (ωB97M-V with the def2-TZVPD basis set, the OMol25 dataset).

Computed properties:
Kohn-Sham gap = 8.18 eV
energy relative to the best compared isomer or geometry (same formula, charge and spin) = 6.6 kcal/mol
structure (SMILES) = O[C@]1(I)C=CC=C[C@@H]1I
HOMO energy = -8.7 eV

Geometry as ORCA input:
```
! wB97M-V def2-TZVPD RIJCOSX def2/J DEFGRID3
* xyz 0 1
O 1.25037 2.12214 0.01607
C 0.68329 0.99767 -0.41766
I 0.88064 0.74123 -2.66185
C -0.86237 0.88768 -0.10684
C -1.38204 -0.28854 0.17392
C -0.48390 -1.40849 0.24864
C 0.82596 -1.41441 0.29351
C 1.43306 -0.08741 0.29631
I 1.64171 0.51518 2.38252
H 1.22200 2.83078 -0.68133
H -1.45269 1.80222 -0.20071
H -2.34878 -0.56261 0.57826
H -0.98805 -2.30331 -0.16979
H 1.35662 -2.33477 0.20320
H 2.47879 -0.16973 0.03093
*
```

Löwdin population analysis, charges in e, atoms 1 to 4: -0.18 -0.92 0.77 -0.10

# C6H6INO2

C6H6INO2 in the gas phase at a distorted geometry (ωB97M-V with the def2-TZVPD basis set, the OMol25 dataset).

Computed properties:
Kohn-Sham gap (spin up / spin down) = 6.15 / 7.16 eV
energy relative to the best compared isomer or geometry (same formula, charge and spin) = 18.7 kcal/mol
expectation value of S² = 2.03
HOMO energy (spin up / spin down) = -6.3 / -9.5 eV

Geometry as ORCA input:
```
! wB97M-V def2-TZVPD RIJCOSX def2/J DEFGRID3
* xyz 0 3
C 1.35056 -1.12838 -0.81968
C 1.52271 0.21399 -0.64305
C 0.72789 -1.89025 0.18177
C -1.63196 0.14824 0.12983
C 0.81158 0.99977 0.43024
C -0.73307 1.34849 0.43201
N -1.32959 -1.08894 0.17355
O 0.86110 -2.70403 0.98361
O -2.05942 -2.08966 -0.06551
I -3.61583 0.69894 -0.79024
H 1.79420 -1.70780 -1.59241
H 2.20546 0.67032 -1.36760
H 0.84393 0.54232 1.45326
H 1.23667 2.02418 0.46990
H -1.03089 2.14168 -0.28393
H -0.95335 1.82111 1.30826
*
```

Löwdin population analysis, charges in e, atoms 1 to 4: -0.09 -0.11 -0.23 -0.57

# C6H6LiMnO2

A molecular structure, C6H6LiMnO2 at a distorted geometry (ωB97M-V with the def2-TZVPD basis set, the OMol25 dataset).

Computed properties:
Kohn-Sham gap (spin up / spin down) = 4.89 / 7.30 eV
energy relative to the best compared isomer or geometry (same formula, charge and spin) = 0.0 kcal/mol
expectation value of S² = 12.01
HOMO energy (spin up / spin down) = -14.7 / -17.4 eV

Geometry as ORCA input:
```
! wB97M-V def2-TZVPD RIJCOSX def2/J DEFGRID3
* xyz 2 7
C -1.31146 0.11885 1.45582
C -0.60763 -0.91663 0.95336
C 0.70456 -0.80877 0.21284
H -2.22923 -0.06632 2.01970
H -0.91648 1.14166 1.42908
H -0.99330 -1.93267 1.07945
H 0.61931 -1.49177 -0.65633
C 1.80969 -1.47092 1.01581
O 1.98432 -1.47534 2.17904
O -0.66390 0.75407 -1.91185
C 0.46424 1.20841 -1.33083
C 1.06984 0.61536 -0.29090
Mn -2.08877 0.28671 -0.76474
Li -0.67058 0.81208 -3.76521
H 1.94265 1.10358 0.14027
H 0.88674 2.12171 -1.76552
*
```

Löwdin population analysis, charges in e, atoms 1 to 4: -0.02 -0.13 -0.28 0.10

# C6H6N

A gas-phase ion, C6H6N (charge +1) at a distorted geometry (ωB97M-V with the def2-TZVPD basis set, the OMol25 dataset).

Computed properties:
Kohn-Sham gap = 9.77 eV
energy relative to the best compared isomer or geometry (same formula, charge and spin) = 32.3 kcal/mol
structure (SMILES) = c1cc[n+]2c(c1)C2
HOMO energy = -14.6 eV

Geometry as ORCA input:
```
! wB97M-V def2-TZVPD RIJCOSX def2/J DEFGRID3
* xyz 1 1
C 1.66613 -0.44779 -0.03493
C 1.32895 0.88267 0.03328
C 0.01511 1.42262 -0.10663
N -0.87927 0.43357 0.00720
C -0.75841 -0.83514 0.06178
C 0.72925 -1.49324 -0.03269
C -2.11469 -0.34950 0.03962
H 2.69656 -0.63362 0.03695
H 2.22338 1.54557 0.14402
H -0.21893 2.51185 0.09203
H 0.73295 -2.61542 -0.21644
H -2.78520 -0.21972 -0.90951
H -2.63582 -0.20186 0.88532
*
```

Löwdin population analysis, charges in e, atoms 1 to 4: -0.06 -0.02 0.05 0.00

# C6H6N

A gas-phase ion, C6H6N (charge +1) at a distorted geometry (ωB97M-V with the def2-TZVPD basis set, the OMol25 dataset).

Computed properties:
Kohn-Sham gap = 8.89 eV
energy relative to the best compared isomer or geometry (same formula, charge and spin) = 85.5 kcal/mol
HOMO energy = -14.2 eV

Geometry as ORCA input:
```
! wB97M-V def2-TZVPD RIJCOSX def2/J DEFGRID3
* xyz 1 1
C -1.38947 1.47750 0.51736
C -1.27515 1.39046 -0.90045
C -0.69293 0.67763 1.35171
C -0.66624 0.68960 -1.83864
C 0.70992 -0.93274 0.17460
C 1.69029 -1.78291 -0.37536
N 0.01586 -0.34621 0.90263
H -2.02571 2.26262 1.00991
H -1.53638 2.20035 -1.65871
H -0.89167 0.46986 2.41117
H 2.62531 -1.25288 -0.84591
H 2.31852 -2.37944 0.38726
H 1.11765 -2.47386 -1.13558
*
```

Löwdin population analysis, charges in e, atoms 1 to 4: -0.03 -0.23 -0.10 0.24

# C6H6N

A gas-phase ion, C6H6N (charge +1) at a distorted geometry (ωB97M-V with the def2-TZVPD basis set, the OMol25 dataset).

Computed properties:
Kohn-Sham gap = 7.61 eV
energy relative to the best compared isomer or geometry (same formula, charge and spin) = 32.7 kcal/mol
HOMO energy = -15.1 eV

Geometry as ORCA input:
```
! wB97M-V def2-TZVPD RIJCOSX def2/J DEFGRID3
* xyz 1 1
C -0.77615 0.25997 0.92857
C -1.36567 0.51404 2.11160
C 1.68767 -0.34848 -1.58570
C 0.62255 0.28957 0.46957
C -0.86393 -0.44866 -1.15791
C 0.60542 -0.07229 -0.87158
N -1.59983 -0.35652 -0.08219
H -2.43380 0.29632 2.22204
H -0.74846 1.14238 2.76350
H 2.69384 -0.33741 -0.94851
H 1.77531 -0.56548 -2.55364
H 1.54847 0.52821 0.86145
H -1.14541 -0.90165 -2.15720
*
```

Löwdin population analysis, charges in e, atoms 1 to 4: -0.27 0.25 0.26 0.17

# C6H6N2O

A molecular structure, C6H6N2O at a distorted geometry (ωB97M-V with the def2-TZVPD basis set, the OMol25 dataset).

Computed properties:
Kohn-Sham gap = 8.34 eV
energy relative to the best compared isomer or geometry (same formula, charge and spin) = 47.0 kcal/mol
HOMO energy = -7.7 eV

Geometry as ORCA input:
```
! wB97M-V def2-TZVPD RIJCOSX def2/J DEFGRID3
* xyz 0 1
C -1.11249 -0.74586 0.01180
C -1.66757 0.62833 0.02958
C -0.87615 1.77085 0.01609
C 1.05478 0.46899 -0.00457
C 1.69783 -1.34742 0.01880
C 0.32009 -0.72045 0.01970
H -1.31910 -2.58507 -0.09957
H -2.73680 0.86119 -0.02560
H -1.23724 2.80214 -0.01425
H 0.94059 2.62022 -0.04612
H 1.97789 -1.90739 -0.88402
H 2.05546 -1.83040 0.94906
N -1.91425 -1.74300 0.01297
N 0.52607 1.69091 0.01320
O 2.29090 0.03695 0.00292
*
```

Löwdin population analysis, charges in e, atoms 1 to 4: -0.41 0.00 -0.07 -0.36

# C6H6N2O

C6H6N2O in the gas phase at a distorted geometry (ωB97M-V with the def2-TZVPD basis set, the OMol25 dataset).

Computed properties:
Kohn-Sham gap = 9.64 eV
energy relative to the best compared isomer or geometry (same formula, charge and spin) = 104.5 kcal/mol
structure (SMILES) = CC1=NN=C2C=CO[C@@H]12
HOMO energy = -9.2 eV

Geometry as ORCA input:
```
! wB97M-V def2-TZVPD RIJCOSX def2/J DEFGRID3
* xyz 0 1
C 0.18938 -1.68027 -1.98522
C -0.00368 -1.09511 -0.52128
N -0.15092 -1.76449 0.50558
N -0.43759 -0.92431 1.65210
C -0.34496 0.21386 1.33276
C -0.15131 1.46998 1.86032
C 0.60310 2.11453 0.99726
O 0.69330 1.43810 -0.19518
C -0.30203 0.31786 -0.08260
H 0.14517 -2.76067 -1.79247
H 1.16716 -1.36365 -2.61268
H -0.75846 -1.32881 -2.46686
H -0.67967 1.71915 2.92749
H 1.26284 3.11071 0.92425
H -1.23233 0.53312 -0.54347
*
```

Löwdin population analysis, charges in e, atoms 1 to 4: -0.01 -0.28 0.11 0.14